Formula: C31H47NO3P2PmS
Source: OMol25
Level of theory: the ωB97M-V functional and the def2-TZVPD basis

As for the net charge: +1. The lowest unoccupied orbital energy (spin up / spin down) comes out at -0.103 / -0.101 hartree. The multiplicity is 5. As for the highest occupied orbital energy (spin up / spin down): -10.0 / -10.0 eV.

Last column: Mulliken spin population.
Positions of all 86 atoms, in Å:
Pm -0.8300 0.2696 0.9272  4.006
C 0.0064 1.5861 3.1301  -0.002
C -0.1747 2.5752 2.1124  -0.023
C -2.2600 1.8589 2.7986  -0.004
C -1.2849 1.1569 3.5547  -0.016
C -1.5803 2.7229 1.8915  0.021
C 1.2972 1.1263 3.7113  -0.001
H 2.1419 1.3621 3.0563  -0.001
H 1.2897 0.0396 3.8706  0.000
H 1.5028 1.5882 4.6894  0.000
C -1.5760 0.2698 4.7108  -0.001
H -0.7549 -0.4320 4.8956  0.000
H -2.4940 -0.3106 4.5513  0.000
H -1.7258 0.8537 5.6379  -0.001
C -3.7222 1.8314 3.0534  0.005
H -3.9612 2.2766 4.0341  -0.001
H -4.1219 0.8089 3.0544  -0.001
H -4.2662 2.3969 2.2931  0.000
C -2.2408 3.6862 0.9734  -0.006
H -2.5888 4.5859 1.5059  0.000
H -3.1228 3.2338 0.5006  -0.002
H -1.5660 4.0228 0.1800  0.000
C 0.8958 3.3561 1.4291  0.004
H 1.0975 4.3249 1.9149  0.000
H 0.6201 3.5807 0.3900  -0.002
H 1.8477 2.8126 1.4082  -0.002
C 3.7841 -1.9487 -2.8269  0.000
C 4.7239 -1.1386 -2.3053  0.000
C 5.5481 -0.1702 -3.1037  0.000
C 4.8388 0.4968 -4.3134  0.000
C 3.3843 0.8261 -4.1463  0.000
C 2.3770 0.0522 -4.5944  0.000
C 2.5001 -1.3874 -4.9940  0.000
C 3.6267 -2.1871 -4.2912  0.000
H 6.4571 -0.6651 -3.4988  0.000
H 4.9776 -0.1324 -5.2058  0.000
H 5.9040 0.6178 -2.4176  0.000
H 4.5826 -1.9864 -4.7970  0.000
H 3.2069 -2.6175 -2.1761  0.000
H 5.0560 -1.2755 -1.2650  0.000
H 3.3989 -3.2582 -4.4333  0.000
H 1.5262 -1.8693 -4.7921  0.000
H 1.3835 0.4933 -4.7554  0.000
H 2.6727 -1.4832 -6.0817  0.000
H 5.3777 1.4414 -4.5014  0.000
H 3.1780 1.8250 -3.7277  0.000
P 1.5609 -0.4358 -0.2960  0.010
P -1.1417 1.1104 -1.8129  0.011
C 1.1012 -0.6892 -2.0665  -0.005
C -0.3101 -0.3597 -2.5953  -0.002
H 1.3444 -1.7264 -2.3455  0.001
H 1.8473 -0.0486 -2.5560  0.003
H -0.2748 -0.1747 -3.6847  0.000
H -0.9859 -1.2211 -2.4453  0.001
C -2.8344 0.9713 -2.4783  -0.001
H -3.4734 1.6784 -1.9341  0.000
H -3.2374 -0.0364 -2.3114  0.000
H -2.8293 1.2028 -3.5523  0.000
C -0.4781 2.5680 -2.6907  -0.001
H -0.5932 2.4604 -3.7785  0.000
H 0.5814 2.7240 -2.4510  0.001
H -1.0256 3.4623 -2.3596  0.000
C 1.9848 -2.1157 0.2673  -0.001
H 2.3504 -2.0354 1.3008  0.000
H 2.7476 -2.5812 -0.3679  0.000
H 1.0705 -2.7291 0.2686  0.000
C 3.0573 0.5848 -0.1781  0.001
H 2.8351 1.6396 -0.3792  0.000
H 3.8272 0.2540 -0.8837  0.000
H 3.4548 0.5192 0.8429  0.001
O -4.6147 0.4811 0.2756  0.001
S -4.4001 -0.9497 0.4902  0.001
O -5.0707 -1.2905 1.9833  0.000
N -2.7875 -0.9831 0.9898  0.004
C -2.3132 -1.7921 1.9348  -0.001
O -1.0461 -1.6361 2.1878  0.003
C -3.1902 -2.6637 2.6732  -0.001
C -2.6805 -3.5619 3.6291  0.001
C -3.5685 -4.3001 4.4082  0.000
C -4.9526 -4.0622 4.3311  0.000
C -5.4348 -3.0139 3.5481  0.000
C -4.5454 -2.3532 2.6993  0.001
H -1.6039 -3.6944 3.7055  0.000
H -3.1832 -5.0609 5.0865  0.000
H -5.6514 -4.6607 4.9223  0.000
H -6.4690 -2.6968 3.5749  0.000

Forces on the atoms, in the same order (eV/Å):
Pm -0.710 2.016 2.515
C -0.570 0.388 -0.512
C -0.449 -0.465 0.215
C 0.868 0.017 -0.133
C 0.122 0.474 -0.615
C 0.512 -0.619 0.366
C 0.382 -0.230 0.247
H -0.039 -0.005 0.100
H 0.077 0.139 0.027
H -0.052 -0.089 -0.250
C -0.102 -0.306 0.404
H -0.183 0.064 -0.010
H 0.165 0.050 0.059
H 0.066 -0.164 -0.349
C -0.559 -0.095 0.149
H 0.124 -0.115 -0.268
H 0.015 0.263 0.033
H 0.004 -0.144 0.102
C -0.405 0.403 -0.300
H 0.103 -0.212 -0.144
H 0.119 0.149 0.035
H -0.067 -0.002 0.068
C 0.378 0.302 -0.248
H -0.112 -0.275 -0.079
H 0.096 0.010 0.105
H -0.113 0.103 0.018
C 1.057 -0.089 0.768
C -0.029 -1.226 -0.288
C 0.315 0.261 -0.113
C 0.578 -0.105 0.181
C -0.643 0.105 -0.561
C 0.736 1.010 -0.389
C -0.007 -0.321 -0.363
C -0.352 0.011 -0.608
H -0.264 0.159 0.326
H -0.090 0.394 0.287
H -0.073 -0.256 -0.228
H -0.382 -0.255 0.210
H 0.505 0.223 -0.257
H -0.539 0.201 -0.322
H 0.192 0.381 -0.014
H 0.320 0.110 -0.132
H 0.348 -0.129 0.506
H -0.244 0.074 0.296
H -0.224 -0.361 -0.096
H -0.108 -0.381 -0.440
P 0.059 -0.430 -0.200
P -0.075 -0.218 -0.693
C 0.347 0.159 -0.203
C -0.155 0.184 0.172
H -0.062 0.483 0.126
H -0.405 -0.365 -0.057
H 0.041 -0.240 0.381
H 0.156 0.326 0.006
C -0.087 0.171 -0.048
H 0.055 -0.171 -0.250
H 0.132 0.271 -0.053
H -0.131 -0.104 0.249
C 0.120 0.164 -0.026
H 0.026 0.015 0.269
H -0.197 -0.075 -0.058
H 0.117 -0.262 -0.093
C 0.223 -0.022 0.272
H -0.075 -0.208 -0.252
H -0.196 0.072 0.338
H 0.306 0.164 0.013
C 0.468 0.133 -0.327
H -0.129 -0.225 0.046
H -0.281 0.181 0.306
H -0.163 -0.037 -0.160
O -0.171 -1.042 -0.030
S 0.619 1.033 0.576
O 0.080 -0.111 -0.268
N -1.151 -0.713 -0.644
C 1.490 0.845 -0.412
O -1.345 -1.262 0.114
C 0.238 -0.117 1.314
C -0.648 -0.485 -0.230
C 0.140 -0.017 -0.136
C 0.243 0.391 0.029
C 0.481 -0.364 -0.125
C -0.794 0.049 0.207
H -0.228 -0.005 -0.041
H -0.137 0.213 -0.163
H 0.308 0.286 -0.136
H 0.016 -0.130 -0.107

Formula: C31H48BBrN3P2RuS
Source: OMol25
Level of theory: the ωB97M-V functional and the def2-TZVPD basis

The lowest unoccupied orbital energy (spin up / spin down) comes out at -0.005 / -0.022 hartree. As for the energy relative to the best compared isomer or geometry (same formula, charge and spin): 1.559 eV. The multiplicity is 2. As for the highest occupied orbital energy (spin up / spin down): -7.4 / -7.6 eV.

Last column: Mulliken spin population.
Positions of all 88 atoms, in Å:
Ru -0.4687 -0.4012 -0.8494  0.752
C -5.1017 -0.1477 -0.4986  0.001
C -4.1790 1.0666 -0.6224  0.006
C -4.8931 2.2770 0.0021  -0.004
C -3.9915 1.3810 -2.1134  0.002
P -2.4573 0.7489 0.1100  -0.050
C -1.9025 2.5218 0.2567  -0.014
N -0.4799 2.5493 0.0816  0.038
B 0.2642 1.4705 -0.4977  -0.012
N 1.5869 1.9697 -0.6594  0.018
C 2.5942 1.1387 -1.2522  -0.001
P 2.0572 -0.5782 -0.7852  -0.039
C 3.0706 -1.6221 -2.0107  -0.008
C 4.4785 -1.0891 -2.3253  -0.001
C 2.2978 -1.6141 -3.3404  0.007
C 3.2133 -3.0641 -1.5039  -0.001
C 2.9149 -0.6544 0.9232  0.049
C 2.5000 -1.8843 1.7296  0.008
C 2.5132 0.5765 1.7519  0.000
C 4.4433 -0.6522 0.8378  0.000
C 1.6702 3.2499 -0.1349  -0.001
C 2.7370 4.1205 -0.0167  0.002
C 2.5092 5.3582 0.5832  0.005
C 1.2448 5.7155 1.0326  0.002
C 0.1610 4.8485 0.9025  0.004
C 0.3830 3.6095 0.3310  -0.001
C -2.6163 0.1798 1.8913  0.052
C -3.5566 0.9841 2.7909  -0.001
C -3.0814 -1.2821 1.9058  0.020
C -1.1997 0.2780 2.4699  0.050
H -5.9885 0.0355 -1.1117  0.000
H -5.4452 -0.2899 0.5253  0.000
H -4.6297 -1.0637 -0.8523  0.000
H -5.8667 2.3726 -0.4866  0.000
H -4.3660 3.2153 -0.1653  0.000
H -5.0761 2.1718 1.0668  0.000
H -4.9613 1.6792 -2.5209  -0.001
H -3.6457 0.5182 -2.6720  0.002
H -3.2945 2.2025 -2.2892  0.001
H -2.2311 2.9999 1.1831  -0.002
H -2.3809 3.0564 -0.5684  -0.003
H 3.5901 1.3920 -0.8850  -0.001
H 2.6136 1.2194 -2.3455  0.006
H 4.4811 -0.0314 -2.5893  0.000
H 4.8418 -1.6355 -3.2004  0.000
H 5.1949 -1.2494 -1.5293  0.000
H 2.6528 -0.8158 -3.9953  0.000
H 1.2288 -1.4878 -3.2174  -0.008
H 2.4583 -2.5615 -3.8611  0.000
H 3.8369 -3.1201 -0.6127  0.000
H 3.7002 -3.6604 -2.2805  0.000
H 2.2553 -3.5281 -1.2753  0.001
H 1.4614 -1.8187 2.0198  0.001
H 3.0993 -1.9120 2.6446  0.001
H 2.6435 -2.8277 1.2018  -0.002
H 1.4355 0.7391 1.7775  0.004
H 2.9848 1.4948 1.4028  -0.002
H 2.8499 0.4051 2.7779  0.001
H 4.8399 -1.5962 0.4733  0.000
H 4.8285 -0.5093 1.8513  0.000
H 4.8402 0.1561 0.2254  0.000
H 3.7199 3.8541 -0.3850  -0.001
H 3.3307 6.0538 0.6919  0.001
H 1.0946 6.6863 1.4861  0.000
H -0.8263 5.1400 1.2383  -0.001
H -4.6023 0.8222 2.5358  0.000
H -3.3531 2.0561 2.7736  0.000
H -3.4210 0.6459 3.8221  0.001
H -4.1240 -1.3811 1.6203  0.001
H -2.9796 -1.6736 2.9226  -0.001
H -2.5018 -1.9093 1.2307  0.004
H -0.8649 1.3133 2.5660  0.002
H -0.4748 -0.2486 1.8420  0.029
H -1.1859 -0.1793 3.4635  -0.003
S -0.8646 0.0061 -3.2521  0.052
C -1.9649 -1.1333 -2.7274  0.004
N -2.6576 -1.8698 -2.1490  -0.007
Br -0.2806 -7.0184 0.4813  0.000
C -0.2797 -5.1430 0.2113  -0.002
C -0.4265 -4.2939 1.2920  0.009
C -0.4161 -2.9214 1.0801  -0.091
C -0.2528 -2.3559 -0.1864  0.154
C -0.0985 -3.2553 -1.2467  -0.024
C -0.1298 -4.6306 -1.0635  -0.001
H -0.5558 -4.6950 2.2886  0.000
H -0.5595 -2.2900 1.9495  -0.011
H 0.0347 -2.8876 -2.2575  0.003
H -0.0224 -5.2968 -1.9097  0.000

Forces on the atoms, in the same order (eV/Å):
Ru 0.185 -0.266 -0.579
C 0.042 -0.037 -0.006
C 0.042 0.065 0.013
C -0.016 -0.013 -0.003
C 0.011 0.019 0.002
P -0.259 0.053 -0.107
C -0.030 0.090 -0.169
N 0.124 -0.139 0.240
B -0.053 0.003 0.557
N -0.082 0.057 -0.317
C 0.151 0.031 -0.064
P 0.175 0.215 -0.265
C -0.019 -0.097 0.142
C -0.043 0.017 -0.038
C -0.010 -0.081 -0.053
C -0.017 0.006 0.047
C -0.149 -0.054 -0.027
C 0.058 -0.085 -0.047
C -0.041 0.028 0.019
C 0.024 0.039 -0.017
C -0.037 0.015 -0.138
C -0.007 0.028 0.028
C 0.022 -0.019 -0.016
C -0.031 0.015 0.012
C 0.018 0.009 0.000
C -0.011 0.074 -0.199
C -0.140 0.013 0.009
C 0.022 0.068 -0.020
C 0.061 -0.028 -0.070
C -0.003 -0.041 0.020
H 0.009 -0.017 -0.011
H -0.009 0.000 0.024
H 0.022 -0.008 0.008
H -0.003 -0.007 0.004
H 0.007 0.002 -0.005
H 0.011 -0.022 0.047
H 0.006 0.012 -0.005
H -0.028 -0.009 0.008
H 0.016 -0.012 0.002
H 0.068 -0.091 0.070
H -0.023 0.077 0.079
H 0.016 -0.099 0.033
H -0.029 0.078 0.028
H -0.012 0.007 -0.012
H 0.001 -0.002 0.004
H 0.038 -0.010 0.084
H -0.086 0.055 0.031
H -0.071 0.006 -0.001
H 0.092 0.035 -0.032
H 0.028 0.001 0.013
H 0.003 0.012 -0.007
H 0.088 0.038 -0.020
H -0.113 -0.003 0.071
H 0.014 -0.014 -0.022
H -0.032 0.041 -0.007
H 0.041 -0.024 0.010
H 0.004 -0.021 -0.006
H 0.007 0.008 0.006
H 0.011 -0.037 -0.012
H -0.002 -0.003 -0.010
H 0.020 0.008 -0.011
H 0.002 -0.004 0.002
H -0.002 0.003 -0.001
H 0.002 0.000 -0.001
H 0.001 -0.005 0.008
H -0.018 -0.009 -0.017
H -0.001 0.000 -0.006
H 0.004 -0.009 -0.003
H -0.072 0.044 0.041
H 0.038 -0.036 -0.014
H -0.102 0.076 0.026
H -0.018 0.010 -0.011
H -0.019 0.040 0.007
H 0.010 0.017 0.014
S 0.028 0.283 0.169
C 0.028 0.007 -0.027
N -0.033 -0.067 -0.180
Br -0.004 -0.039 -0.001
C -0.005 0.046 -0.011
C -0.014 0.020 0.005
C 0.002 0.009 -0.006
C 0.188 -0.280 0.736
C -0.150 0.113 0.041
C -0.037 -0.077 -0.050
H 0.004 0.002 0.004
H 0.086 -0.098 -0.069
H -0.001 -0.044 0.031
H 0.001 0.012 -0.001

Number 1: energy -3178.98584 hartree. Number 2: energy -5149.02922 hartree.